This record from the OMol25 dataset describes the molecule C19H22F5NO7S at a distorted geometry. The level of theory is ωB97M-V with the def2-TZVPD basis set.

Calculated values
**DFT total energy**: -60304.3416 eV
**LUMO level**: 0.21 eV
**Frontier orbital gap**: 9.69 eV
**SMILES**: CC(=O)OC(=O)C[C@]1(C(F)(F)c2cccc(C(F)(F)F)c2)OS(=O)(=O)O[C@@H]1CCCCCN

Element x y z (Å)
C  -3.952  0.378  -0.286
C  -3.429  0.712  -1.666
O  -3.727  1.754  -2.197
O  -2.554  -0.153  -2.345
C  -1.295  0.468  -2.516
O  -0.847  0.532  -3.623
C  -0.556  0.976  -1.263
C  0.861  0.424  -1.133
C  1.704  0.694  0.157
F  2.998  0.577  -0.220
F  1.530  -0.288  1.101
C  1.536  2.035  0.856
C  2.690  2.698  1.242
C  2.618  3.892  1.916
C  1.412  4.486  2.237
C  0.265  3.824  1.851
C  -1.069  4.445  2.225
F  -0.906  5.653  2.778
F  -1.902  4.520  1.187
F  -1.656  3.698  3.194
C  0.339  2.632  1.184
O  1.578  1.148  -2.170
S  2.269  0.250  -3.320
O  1.904  0.530  -4.656
O  3.669  0.298  -3.093
O  1.567  -1.127  -2.897
C  1.159  -1.059  -1.502
C  0.044  -2.129  -1.395
C  -0.935  -1.979  -0.187
C  -1.272  -3.399  0.381
C  -0.520  -3.668  1.697
C  1.005  -3.788  1.533
N  1.447  -4.793  0.563
H  -3.150  0.495  0.457
H  -4.333  -0.644  -0.181
H  -4.741  1.081  -0.015
H  -0.586  2.067  -1.329
H  -1.152  0.633  -0.407
H  3.687  2.309  1.067
H  3.543  4.371  2.228
H  1.408  5.417  2.790
H  -0.600  2.155  0.916
H  2.014  -1.537  -1.010
H  0.524  -3.107  -1.298
H  -0.517  -2.151  -2.337
H  -0.561  -1.341  0.620
H  -1.883  -1.619  -0.599
H  -2.353  -3.434  0.574
H  -1.085  -4.172  -0.375
H  -0.720  -2.800  2.347
H  -0.913  -4.533  2.250
H  1.457  -3.961  2.517
H  1.396  -2.812  1.201
H  0.718  -5.074  -0.075
H  1.871  -5.585  1.023

Force components x, y, z for each atom (eV/Å):
0.2 -0.6 0.1
-0.8 1.5 -0.5
0.5 -0.9 0.4
0.3 0.7 1.4
0.6 -0.3 -1.9
-0.3 -0.1 1.2
-1.4 -1.1 0.5
1.5 -0.1 -1.6
-0.1 1.0 0.6
-0.1 -0.2 0.0
-0.6 -0.1 -0.3
0.6 0.1 -0.2
0.6 -0.1 0.1
0.5 0.6 0.5
0.4 -0.1 0.0
-0.3 1.3 0.5
0.8 -0.8 0.7
-0.2 0.3 -0.5
-0.2 0.2 0.1
-0.3 -0.1 -0.3
-1.3 -1.0 -0.6
-0.2 0.1 -0.4
0.9 -0.4 -0.6
-1.1 0.4 0.1
0.2 -0.4 0.9
0.1 1.5 0.2
-0.5 -2.5 -0.6
-0.2 0.6 0.6
-0.3 -1.5 -0.9
-0.1 0.5 0.5
0.1 0.1 0.2
-0.2 0.5 -0.3
0.2 0.2 0.4
-0.1 -0.1 -0.2
0.2 0.1 -0.2
0.1 0.0 -0.3
0.4 -0.2 0.1
0.2 0.3 -0.1
-0.3 -0.2 -0.2
-0.1 0.0 -0.1
-0.2 -0.1 -0.1
0.2 0.1 0.1
-0.1 1.1 0.7
0.2 0.3 -0.2
0.0 0.1 0.2
-0.1 0.0 -0.2
0.3 0.4 0.4
0.2 -0.1 0.1
0.0 0.2 0.1
0.1 -0.2 -0.1
0.0 0.0 -0.4
0.0 -0.1 -0.3
-0.1 -0.1 0.2
0.0 -0.2 0.2
-0.2 -0.2 -0.2